(1)
{"formula": "C10H15N2O3", "method": "ωB97M-V/def2-TZVPD", "total_charge": 1, "e_above_lowest_kcal_mol": 81.7, "homo_energy_ha": -0.4328, "energy_ev": -19726.2110, "species": ["O", "O", "O", "N", "N", "C", "C", "C", "C", "C", "C", "C", "C", "C", "C", "H", "H", "H", "H", "H", "H", "H", "H", "H", "H", "H", "H", "H", "H", "H"], "xyz": [[2.331, 0.535, -1.123], [-1.030, 0.066, -1.641], [1.331, -0.352, -4.108], [-0.947, -1.148, 2.672], [-0.240, 0.528, 1.386], [-0.008, 1.192, 0.201], [-0.962, 1.243, -0.933], [0.270, -0.247, -1.990], [-1.135, -0.501, 1.514], [0.946, 0.540, -3.073], [1.192, -0.070, -0.798], [0.055, -0.456, 3.390], [2.279, 0.990, -2.487], [-1.685, -2.259, 3.264], [0.533, 0.462, 2.494], [2.617, 2.054, -2.498], [-1.999, 1.576, -0.685], [0.386, 1.416, -3.380], [-0.549, 2.029, -1.543], [-1.240, -2.805, 4.089], [0.496, -1.000, 4.231], [-2.009, -0.829, 1.003], [3.204, 0.504, -2.865], [0.633, 2.060, 0.473], [-2.798, -2.030, 3.479], [1.394, 1.030, 2.623], [0.248, -1.316, -2.292], [-1.804, -3.169, 2.576], [0.685, -0.466, -4.892], [1.265, -0.714, 0.083]], "lowdin_charge": [-0.04, -0.04, -0.03, -0.09, -0.04, -0.10, -0.20, -0.25, 0.02, -0.28, -0.09, 0.04, -0.06, -0.02, -0.01, 0.15, 0.16, 0.16, 0.13, 0.09, 0.15, 0.17, 0.15, 0.17, 0.13, 0.13, 0.19, 0.12, 0.16, 0.15]}

***

(2)
{"formula": "C10H15N3O7P2", "method": "ωB97M-V/def2-TZVPD", "homo_energy_ha": -0.3501, "energy_ev": -47995.0068, "species": ["P", "P", "O", "O", "O", "O", "O", "O", "O", "N", "N", "N", "C", "C", "C", "C", "C", "C", "C", "C", "C", "C", "H", "H", "H", "H", "H", "H", "H", "H", "H", "H", "H", "H", "H", "H", "H"], "xyz": [[0.557, 5.029, 1.952], [-1.799, 3.822, 0.922], [-1.062, 4.756, 2.084], [-3.316, 4.327, 0.738], [0.949, 5.759, 3.119], [1.208, 2.958, 0.714], [-1.148, 4.075, -0.506], [0.871, 5.933, 0.666], [1.414, 3.689, 1.922], [1.105, -0.099, -0.058], [0.880, -4.670, -0.167], [-1.814, 2.334, 1.336], [2.135, -0.943, -0.134], [0.835, -0.324, -2.429], [-1.380, -3.900, 0.057], [-0.010, -3.695, 0.009], [-1.854, -5.192, -0.089], [2.576, -1.515, -1.316], [0.405, -5.906, -0.303], [-0.945, -6.220, -0.275], [0.476, 0.196, -1.196], [1.909, -1.197, -2.486], [-1.321, 2.290, 2.225], [0.076, 6.482, 0.576], [-1.776, 4.588, -1.040], [0.408, -2.701, 0.116], [-1.274, -7.243, -0.394], [1.152, -6.679, -0.443], [-3.630, 4.626, 1.604], [-2.055, -3.068, 0.205], [1.154, 2.030, 1.011], [2.221, -1.624, -3.431], [2.623, -1.165, 0.808], [-0.356, 0.885, -1.100], [-2.917, -5.395, -0.059], [3.418, -2.192, -1.317], [0.288, -0.052, -3.320]], "lowdin_charge": [0.33, 0.38, -0.25, -0.12, -0.21, -0.06, -0.12, -0.07, -0.16, 0.05, 0.06, -0.13, -0.17, -0.06, -0.06, -0.15, -0.08, -0.07, -0.16, -0.08, -0.15, -0.07, -0.01, 0.09, 0.10, 0.07, 0.10, 0.10, 0.09, 0.10, 0.08, 0.11, 0.11, 0.10, 0.10, 0.11, 0.10]}

***

(3)
{"formula": "C10H15N5O4", "method": "ωB97M-V/def2-TZVPD", "smiles": "NC(=O)C[C@H](NC(=O)[C@@H](N)Cc1c[nH]cn1)C(=O)O", "e_above_lowest_kcal_mol": 11.7, "homo_energy_ha": -0.3307, "energy_ev": -26256.0608, "species": ["O", "O", "O", "O", "N", "N", "N", "N", "N", "C", "C", "C", "C", "C", "C", "C", "C", "C", "C", "H", "H", "H", "H", "H", "H", "H", "H", "H", "H", "H", "H", "H", "H", "H"], "xyz": [[1.031, -0.327, 2.617], [4.349, -1.510, -0.128], [0.854, 2.124, 0.575], [3.054, -1.126, 2.189], [-4.323, -2.020, -0.012], [0.346, -0.027, 0.008], [4.664, -0.143, -1.887], [-2.202, -1.457, -0.122], [-1.719, 3.009, 0.602], [-1.494, 1.577, 0.494], [-2.364, 0.986, -0.655], [0.021, 1.249, 0.348], [2.754, 0.283, -0.439], [1.871, -0.638, 1.818], [-4.295, -0.680, -0.314], [3.984, -0.542, -0.790], [1.673, -0.530, 0.286], [-3.047, -2.434, 0.094], [-2.970, -0.349, -0.375], [-2.788, -3.459, 0.333], [5.553, -0.632, -2.102], [-0.420, -0.715, 0.016], [-5.218, -0.094, -0.452], [3.040, 1.146, 0.199], [4.406, 0.666, -2.422], [2.323, 0.674, -1.366], [1.713, -1.539, -0.091], [-1.772, 0.923, -1.585], [-3.166, 1.674, -0.814], [-1.786, 1.089, 1.432], [3.588, -1.397, 1.413], [-1.103, 3.373, 1.306], [-5.178, -2.583, 0.108], [-1.378, 3.430, -0.286]], "lowdin_charge": [0.13, 0.04, 0.05, 0.12, 0.04, 0.10, 0.17, 0.09, 0.04, -0.30, -0.09, -0.43, -0.05, -0.48, -0.05, -0.50, -0.20, -0.19, -0.31, 0.12, 0.14, 0.10, 0.13, 0.15, 0.10, 0.13, 0.16, 0.13, 0.10, 0.15, 0.06, 0.06, 0.17, 0.10]}

***

(4)
{"formula": "C10H15NO2", "method": "ωB97M-V/def2-TZVPD", "smiles": "Cc1ccc(O)cc1.CCC(N)=O", "e_above_lowest_kcal_mol": 16.8, "homo_energy_ha": -0.3120, "energy_ev": -16198.3625, "species": ["O", "O", "N", "C", "C", "C", "C", "C", "C", "C", "C", "C", "C", "H", "H", "H", "H", "H", "H", "H", "H", "H", "H", "H", "H", "H", "H", "H"], "xyz": [[3.937, -0.918, -1.208], [0.588, 1.708, 2.384], [1.947, -0.539, -2.202], [-3.690, 0.328, -1.072], [-2.700, 0.795, -0.028], [-2.296, -0.025, 1.058], [1.179, -3.081, -0.538], [2.019, -1.874, -0.094], [-1.951, 1.936, -0.252], [2.740, -1.115, -1.231], [-0.813, 2.292, 0.495], [-1.217, 0.310, 1.829], [-0.446, 1.460, 1.529], [1.619, -3.964, -0.087], [2.321, -0.166, -3.057], [2.815, -2.251, 0.549], [-2.218, 2.551, -1.113], [-0.156, 3.051, 0.092], [-4.599, 0.909, -0.946], [0.809, 0.933, 2.909], [-2.907, -0.863, 1.351], [-0.895, -0.203, 2.726], [0.149, -3.026, -0.170], [-3.219, 0.317, -2.052], [1.048, -0.995, -2.243], [1.477, -1.059, 0.399], [-3.910, -0.728, -0.863], [1.175, -3.192, -1.633]], "lowdin_charge": [0.04, 0.04, 0.15, -0.06, -0.29, -0.05, -0.09, -0.16, -0.05, -0.55, -0.01, -0.04, -0.33, 0.07, 0.10, 0.11, 0.12, 0.12, 0.08, 0.10, 0.11, 0.11, 0.07, 0.08, 0.08, 0.10, 0.07, 0.07]}

***

(5)
{"formula": "C10H15NO2S", "method": "ωB97M-V/def2-TZVPD", "e_above_lowest_kcal_mol": 232.5, "homo_energy_ha": -0.3178, "energy_ev": -27023.6684, "species": ["S", "O", "O", "N", "C", "C", "C", "C", "C", "C", "C", "C", "C", "C", "H", "H", "H", "H", "H", "H", "H", "H", "H", "H", "H", "H", "H", "H", "H"], "xyz": [[3.560, -0.093, -1.216], [1.249, 1.884, -1.610], [-2.914, -0.214, -0.767], [0.512, 1.648, 0.413], [1.460, 1.234, -0.496], [-2.741, -1.467, 0.051], [-0.645, 2.428, 0.146], [4.037, -0.895, 1.057], [-1.868, 1.380, 0.178], [4.523, -1.025, -0.367], [-1.901, 0.522, -0.855], [2.884, -0.364, 0.994], [2.418, 0.485, -0.193], [-2.070, -2.567, -0.571], [-0.558, 2.840, -0.817], [5.438, -1.699, -0.528], [-1.029, 0.095, -0.820], [-2.316, -1.184, 0.994], [-2.132, 1.145, -1.598], [4.402, -1.566, 1.935], [-2.602, -3.000, -1.595], [2.425, 0.065, 1.962], [-1.064, -2.096, -0.906], [-2.167, -3.488, 0.085], [-1.980, 0.933, 1.334], [0.636, 1.249, 1.534], [-0.793, 3.305, 1.167], [-3.910, -1.633, 0.036], [-2.857, 2.079, 0.452]], "lowdin_charge": [1.15, -0.04, -0.09, 0.00, -0.58, -0.25, -0.17, -0.20, -0.22, -0.39, -0.47, -0.19, -0.45, -0.12, 0.08, 0.11, 0.09, 0.10, 0.13, 0.15, 0.14, 0.13, 0.10, 0.10, 0.15, 0.23, 0.19, 0.16, 0.17]}

***

(6)
{"formula": "C10H15NO3", "method": "ωB97M-V/def2-TZVPD", "smiles": "CC[C@@H]1C(=O)N[C@@H]2C(=O)[C@H](C)O[C@]12C", "e_above_lowest_kcal_mol": 49.1, "homo_energy_ha": -0.3480, "energy_ev": -18243.8006, "species": ["O", "O", "O", "N", "C", "C", "C", "C", "C", "C", "C", "C", "C", "C", "H", "H", "H", "H", "H", "H", "H", "H", "H", "H", "H", "H", "H", "H", "H"], "xyz": [[1.135, 2.841, 0.753], [-3.565, 1.368, 0.366], [-0.964, -0.988, -0.080], [-0.761, 2.330, -0.271], [0.825, 0.772, -0.611], [1.520, -0.154, 0.435], [-1.526, 1.273, -0.856], [0.524, 2.049, 0.074], [-2.615, 0.663, 0.052], [-2.251, -0.835, 0.420], [2.903, 0.300, 0.836], [-0.191, -0.641, -2.294], [-2.256, -0.790, 1.938], [-0.498, 0.032, -1.004], [-1.943, -1.825, 2.245], [-3.217, -0.316, 2.409], [-2.890, -1.528, 0.034], [-1.769, 1.683, -1.873], [3.475, 0.341, -0.090], [-0.941, -1.437, -2.388], [2.964, 1.284, 1.463], [1.627, -1.240, 0.237], [3.410, -0.374, 1.572], [0.787, -1.136, -2.317], [-1.389, 3.089, -0.021], [-0.220, 0.122, -3.234], [-1.347, -0.060, 2.244], [1.017, -0.145, 1.417], [1.508, 0.727, -1.564]], "lowdin_charge": [0.09, 0.10, -0.07, 0.12, -0.14, -0.22, -0.13, -0.45, -0.23, -0.31, -0.13, -0.03, -0.03, -0.39, 0.09, 0.12, 0.12, 0.17, 0.07, 0.09, 0.11, 0.13, 0.08, 0.09, 0.17, 0.15, 0.13, 0.11, 0.19]}

***

(7)
{"formula": "C10H15NS", "method": "ωB97M-V/def2-TZVPD", "e_above_lowest_kcal_mol": 156.5, "homo_energy_ha": [-0.2471, -0.2569], "energy_ev": -22931.5806, "species": ["S", "N", "C", "C", "C", "C", "C", "C", "C", "C", "C", "C", "H", "H", "H", "H", "H", "H", "H", "H", "H", "H", "H", "H", "H", "H", "H"], "xyz": [[1.540, -2.320, 1.021], [-0.105, 0.735, -1.392], [-1.981, -0.754, -0.762], [0.863, 0.211, 2.186], [-2.090, -1.736, 0.386], [2.185, 0.620, 2.493], [1.047, 1.407, -1.434], [1.172, 2.698, -1.051], [0.847, -0.881, 1.297], [-0.717, -0.045, -0.667], [-0.322, 1.026, 2.379], [-1.811, -1.710, -2.079], [-0.361, 1.645, 3.261], [1.976, 3.249, -1.297], [0.437, 3.188, -0.322], [-1.243, 0.379, 2.254], [-2.773, -0.038, -0.771], [-1.170, -2.483, -1.715], [2.357, 1.454, 3.106], [-2.443, -1.052, 1.242], [2.967, -0.127, 2.233], [-0.269, 1.696, 1.571], [-2.839, -2.557, 0.099], [1.745, 0.761, -1.918], [-1.056, -2.136, 0.713], [-1.436, -1.108, -3.054], [-2.766, -2.097, -2.316]], "lowdin_charge": [0.67, 0.08, -0.38, -0.45, -0.12, 0.09, -0.24, 0.02, -0.61, -0.06, -0.07, -0.04, 0.09, -0.01, 0.08, 0.09, 0.13, 0.06, 0.04, 0.09, 0.06, 0.05, 0.10, 0.11, 0.03, 0.12, 0.04]}

***

(8)
{"formula": "C10H15NSi", "method": "ωB97M-V/def2-TZVPD", "smiles": "C=C(C)/C=[SiH]/N.c1ccccc1", "e_above_lowest_kcal_mol": 64.9, "homo_energy_ha": -0.2597, "energy_ev": -19977.6343, "species": ["Si", "N", "C", "C", "C", "C", "C", "C", "C", "C", "C", "C", "H", "H", "H", "H", "H", "H", "H", "H", "H", "H", "H", "H", "H", "H", "H"], "xyz": [[-0.933, -1.540, -0.651], [0.299, -2.575, -0.021], [-2.945, 0.480, -0.102], [2.015, -0.091, 1.226], [-3.770, 0.366, -1.191], [-1.813, -0.331, 0.310], [3.341, 0.577, -1.157], [1.511, 0.878, 0.363], [3.792, -0.381, -0.307], [-3.368, 1.552, 0.932], [3.168, -0.781, 0.881], [2.142, 1.225, -0.859], [3.581, -1.415, 1.509], [-1.696, -0.308, 1.480], [4.830, -0.829, -0.618], [0.339, -2.616, 0.990], [-3.050, 1.459, 1.992], [-1.100, -1.572, -2.080], [1.244, -2.739, -0.362], [4.086, 0.793, -1.996], [-2.933, 2.539, 0.676], [-4.535, 1.032, -1.566], [-4.577, 1.567, 0.947], [1.931, 1.993, -1.559], [-3.603, -0.498, -1.735], [1.401, -0.094, 2.051], [0.643, 1.310, 0.848]], "lowdin_charge": [0.71, -0.12, -0.50, -0.11, -0.01, -0.30, -0.13, -0.10, -0.13, -0.11, -0.08, -0.06, 0.05, 0.07, 0.13, 0.02, 0.06, -0.05, 0.03, 0.13, 0.07, 0.05, 0.12, 0.09, 0.00, 0.08, 0.09]}

***

Max |F| in hartree/bohr, matching the order above: 0.0943, 0.0587, 0.0266, 0.0347, 0.3112, 0.1036, 0.0937, 0.0942
M in g mol⁻¹, matching the order above: 211.2, 351.2, 269.3, 181.2, 213.3, 197.2, 181.3, 177.3